(1)
C41H49BaN10O5S2 as an isolated structure, computed with ωB97M-V/def2-TZVPD.

XYZ file:
```
108
Properties=species:S:1:pos:R:3:forces:R:3
Ba 0.36367 -0.81887 -0.06424 -0.59 0.36 -0.15
C -2.81369 -1.00076 -2.76432 0.00 0.00 0.01
C -2.41114 0.42175 -2.39423 -0.01 -0.01 0.00
C -1.18966 0.94921 -3.14516 0.01 -0.01 0.03
N -0.00539 0.17195 -2.83535 0.04 0.03 0.09
C 0.55611 -0.55429 -3.75963 -0.01 -0.05 -0.02
C -0.05226 -0.85706 -5.02554 0.02 0.01 0.01
C 0.47529 -1.28792 -6.22361 0.00 0.00 0.00
C 1.78785 -1.56676 -6.58519 0.00 0.00 -0.01
C 2.85413 -1.60692 -5.69484 0.01 0.01 0.01
C 2.88088 -1.48819 -4.32162 -0.01 0.00 0.00
C 1.85682 -1.21345 -3.36061 -0.06 -0.04 0.00
N 1.97389 -1.41788 -2.08320 0.19 -0.07 -0.06
C 3.08647 -2.15665 -1.52112 0.01 -0.08 0.02
C 2.77492 -3.65677 -1.38926 0.00 -0.02 -0.01
C 1.95617 -4.04258 -0.15173 0.01 -0.01 -0.06
N 0.59440 -3.52437 -0.11893 0.14 -0.24 0.04
C -0.39745 -4.32086 -0.36168 0.00 0.05 -0.01
C -0.25681 -5.64577 -0.91661 -0.01 0.00 0.00
C -1.03145 -6.76409 -0.74997 0.00 0.00 0.00
C -2.19634 -6.94219 0.00456 0.01 0.00 -0.01
C -2.91579 -5.91568 0.59232 0.00 0.01 0.00
C -2.76506 -4.53980 0.50818 -0.01 -0.02 -0.02
C -1.77259 -3.73920 -0.14159 0.06 -0.02 0.01
N -1.88482 -2.47629 -0.43664 -0.03 -0.05 -0.01
C -3.16888 -1.81074 -0.35775 0.01 0.02 0.01
C -3.77299 -1.63461 -1.75748 0.01 0.01 0.00
H -1.91803 -1.62141 -2.82843 0.00 0.00 0.00
H -3.27278 -1.00017 -3.75821 0.00 0.00 0.00
H -2.18253 0.46825 -1.32307 -0.01 0.01 0.00
H -3.26095 1.09883 -2.55584 0.01 0.00 0.01
H -0.99997 1.97454 -2.80051 0.00 -0.01 0.00
H -1.40686 1.02402 -4.21622 0.00 0.00 -0.01
H -1.12378 -0.71001 -5.04358 0.00 0.01 0.00
H -0.25969 -1.39983 -7.01750 0.00 0.00 0.00
H 1.98801 -1.79803 -7.62416 0.00 0.00 0.00
H 3.82329 -1.81731 -6.14101 0.00 0.00 0.00
H 3.85813 -1.64814 -3.88538 0.00 -0.01 0.00
H 3.28966 -1.76245 -0.51351 -0.01 -0.01 0.00
H 4.02796 -2.03640 -2.06462 -0.02 0.05 -0.03
H 3.72239 -4.20104 -1.32001 0.00 0.00 0.00
H 2.27387 -3.99265 -2.30236 0.00 0.00 0.00
H 2.47610 -3.63752 0.72578 0.00 0.02 0.00
H 1.97452 -5.13300 -0.04894 -0.02 0.00 0.05
H 0.62911 -5.77532 -1.52675 0.00 0.00 0.00
H -0.65538 -7.65412 -1.24853 0.00 0.00 0.00
H -2.57452 -7.95093 0.11555 0.00 0.00 0.00
H -3.78139 -6.22989 1.17132 0.00 0.00 0.00
H -3.55500 -3.97979 0.99296 0.01 0.00 0.00
H -3.01318 -0.82896 0.10747 0.02 0.00 0.00
H -3.91051 -2.31165 0.27129 -0.01 -0.01 -0.01
H -4.68897 -1.03400 -1.67652 0.00 0.00 0.00
H -4.07264 -2.62174 -2.12083 0.00 0.00 -0.01
C -1.33022 0.48428 5.48691 0.01 -0.02 0.03
O -1.20871 0.95608 4.15161 0.00 0.01 -0.02
C -1.08403 0.08365 3.12390 0.02 -0.02 0.05
O -1.15265 0.50418 1.99181 -0.03 -0.02 -0.01
N -0.93645 -1.22564 3.47212 -0.03 0.00 0.01
N -0.58566 -2.11774 2.44893 0.07 0.02 -0.03
H -1.55132 1.36101 6.09001 -0.01 0.00 0.00
H -0.39810 0.04065 5.84888 0.01 0.01 -0.02
H -2.14523 -0.23551 5.57954 0.00 0.00 0.00
H -0.57417 -1.43640 4.38877 0.05 0.00 0.00
H -1.24527 -2.88553 2.40984 -0.01 0.01 -0.01
H 0.36003 -2.45477 2.63017 -0.02 -0.02 0.02
N 4.30345 2.14239 7.85418 0.00 -0.01 0.00
C 3.98626 1.34326 6.74754 0.01 0.00 0.00
C 2.72337 1.42143 6.15934 0.01 0.00 0.00
C 2.43028 0.66798 5.03725 0.00 0.00 -0.02
C 3.39029 -0.16772 4.48655 -0.03 0.06 0.00
C 4.65201 -0.23635 5.04940 -0.02 -0.04 -0.01
C 4.94730 0.51020 6.17801 0.00 0.01 0.01
S 2.98596 -1.13702 3.05794 0.06 0.08 0.07
O 2.06102 -2.15964 3.52932 0.01 -0.03 0.00
O 4.22820 -1.61272 2.50013 -0.03 0.01 0.00
N 2.13591 -0.20171 2.09809 0.08 -0.15 0.04
C 2.63220 0.97003 1.61704 -0.07 0.04 -0.04
N 3.79749 1.48943 2.03494 0.01 0.02 0.03
C 4.13268 2.67101 1.53399 0.03 -0.07 0.03
C 3.35930 3.36130 0.61950 -0.02 0.03 -0.03
C 2.18904 2.73053 0.22446 0.03 0.00 0.02
N 1.82131 1.55514 0.70238 0.10 0.11 -0.04
H 3.50903 2.40730 8.41452 0.00 0.00 0.00
H 5.05054 1.77919 8.42455 0.00 0.00 0.00
H 1.98003 2.09312 6.57490 0.00 0.00 -0.01
H 1.46371 0.75686 4.55398 0.00 0.01 0.01
H 5.39702 -0.86821 4.58478 0.01 0.01 0.01
H 5.93788 0.46251 6.61658 0.00 0.00 0.00
H 5.07569 3.08191 1.88400 0.00 0.00 0.01
H 3.65190 4.32491 0.23046 -0.01 0.00 0.00
H 1.52173 3.18532 -0.49963 0.00 0.00 0.00
C -2.58946 3.89425 -1.11737 0.02 -0.01 -0.02
S -1.69106 2.99104 0.16045 0.02 -0.01 0.03
O -0.89731 4.02043 0.88339 0.01 0.00 -0.01
C -3.12706 2.63151 1.18050 0.00 0.03 0.04
C -3.16568 3.19041 2.44492 -0.01 0.00 -0.02
C -4.22682 2.88615 3.28680 -0.01 -0.01 0.01
C -5.22749 2.02156 2.86655 0.01 0.01 0.00
C -5.17205 1.45863 1.59705 0.01 0.01 -0.01
C -4.11861 1.76134 0.74854 0.00 -0.01 -0.02
H -3.10972 4.72887 -0.65032 0.00 0.00 0.00
H -3.28361 3.22656 -1.62571 0.00 0.00 0.02
H -1.83969 4.25310 -1.82096 -0.01 0.00 -0.01
H -2.35530 3.83880 2.75153 0.01 0.00 0.00
H -4.26495 3.31753 4.27955 0.00 0.00 0.00
H -6.04855 1.77851 3.52936 0.00 0.00 0.00
H -5.94413 0.77405 1.26938 0.00 0.00 0.00
H -4.06574 1.30501 -0.23307 0.01 0.01 0.01
```
Positions in Å, forces in eV/Å.

Results
- HOMO-LUMO gap: 0.212 Eh
- Relative energy (zero: lowest compared OMol25 entry of this formula, charge and spin): 14.62 kcal/mol
- Total charge: -1


(2)
C41H50BrCl2N2O4PPt as an isolated structure, computed with ωB97M-V/def2-TZVPD.

XYZ file:
```
102
Properties=species:S:1:pos:R:3:forces:R:3
Pt 0.44405 0.94234 0.31456 0.13 0.29 0.15
C -0.31100 0.15020 3.69020 -0.01 -0.06 0.01
O -0.08930 -1.00669 2.89271 0.16 0.19 0.05
C -1.04947 -1.96130 2.93102 -0.10 -0.07 -0.22
C -1.52092 -2.46862 4.12022 -0.05 -0.08 0.18
C -2.43494 -3.51217 4.09205 0.01 0.01 -0.04
Br -3.07132 -4.22463 5.74476 -0.01 -0.01 0.03
C -2.87543 -4.04304 2.90826 -0.08 0.01 0.11
C -2.42587 -3.51100 1.69520 -0.08 -0.01 -0.20
C -1.51007 -2.45177 1.68675 0.02 0.02 0.20
O -1.05807 -1.97469 0.53208 -0.02 0.07 -0.41
C -2.99282 -4.12579 0.47468 0.01 0.07 -0.01
N -3.78541 -5.17586 0.55033 -0.03 -0.21 -0.07
C -4.10207 -5.47672 -0.75511 -0.08 -0.08 0.15
C -4.90373 -6.50052 -1.26650 -0.01 -0.01 -0.01
C -5.05938 -6.58153 -2.63643 0.03 0.03 -0.01
C -4.42977 -5.65993 -3.49301 -0.03 0.00 -0.03
C -3.63361 -4.63915 -3.00767 -0.05 0.06 0.03
C -3.48205 -4.56733 -1.62295 0.16 0.19 -0.01
N -2.77446 -3.71530 -0.80613 -0.26 -0.07 0.44
H -1.37754 0.38147 3.74221 0.00 0.00 -0.03
H 0.19982 0.96628 3.18306 0.03 0.02 -0.01
H 0.08860 0.01254 4.70218 -0.01 -0.02 -0.01
H -1.15738 -2.06690 5.05622 -0.01 -0.01 0.00
H -3.58882 -4.85390 2.87859 0.03 0.02 -0.01
H -0.70788 -1.02517 0.54872 -0.03 -0.37 0.33
H -5.38592 -7.20212 -0.59626 0.01 0.01 0.00
H -5.67765 -7.36430 -3.06278 0.02 0.01 0.01
H -4.57636 -5.75022 -4.56335 0.00 -0.01 0.00
H -3.14813 -3.91391 -3.64698 0.02 -0.07 0.04
H -2.25207 -2.89582 -1.11068 0.29 -0.12 -0.22
C 1.66892 3.52051 -2.04347 0.04 0.03 -0.01
C 2.13914 2.72370 -3.25653 0.06 0.01 -0.02
C 2.48481 1.28952 -2.85059 0.06 0.00 0.02
C 3.43416 1.22757 -1.61541 0.04 -0.06 -0.04
C 3.90827 2.62840 -1.21363 0.00 0.04 0.01
C 2.75667 3.60353 -0.95180 0.00 0.00 0.00
P 2.56539 0.31492 -0.25318 -0.09 -0.10 -0.33
C 3.74581 0.29041 1.17526 0.02 0.04 0.07
C 3.46798 1.48287 2.10108 0.02 0.04 -0.02
C 4.18088 1.30212 3.44311 0.00 0.00 0.00
C 5.64005 0.81990 3.27053 -0.02 -0.01 0.01
C 6.11062 0.99892 1.83059 0.01 0.02 0.00
C 5.25803 0.14811 0.88503 0.00 0.00 0.02
C 2.43415 -1.40158 -0.97666 0.05 -0.06 0.12
C 2.17397 -2.45854 0.11420 -0.01 -0.01 -0.03
C 3.43099 -3.16449 0.62460 -0.01 0.03 0.02
C 4.26715 -3.72646 -0.51972 -0.04 -0.02 -0.04
C 4.66248 -2.61018 -1.48167 0.02 0.02 0.01
C 3.42546 -1.90827 -2.03393 0.00 0.00 -0.01
H 0.79745 3.01203 -1.62633 -0.06 -0.04 0.02
H 1.34786 4.52339 -2.34020 0.02 0.00 -0.01
H 3.00561 3.21223 -3.72229 -0.03 0.00 0.00
H 1.35343 2.69131 -4.01501 -0.01 0.00 0.01
H 2.94068 0.76432 -3.69546 -0.01 0.02 0.01
H 1.54531 0.76916 -2.64429 -0.03 -0.02 0.03
H 4.32081 0.64391 -1.88504 0.02 0.06 0.01
H 4.52331 3.01712 -2.03371 0.01 0.00 0.01
H 4.57353 2.57978 -0.34455 -0.05 0.00 -0.04
H 3.16652 4.61730 -0.88450 0.00 0.00 -0.01
H 2.29611 3.37722 0.01364 0.00 0.00 -0.01
H 3.40146 -0.58784 1.73191 0.01 -0.02 0.02
H 2.38763 1.57275 2.24015 0.01 -0.01 0.01
H 3.78728 2.41620 1.62625 -0.01 -0.04 0.04
H 3.62156 0.57703 4.04101 0.01 0.01 0.00
H 4.15653 2.24468 3.99750 0.01 0.00 -0.01
H 5.71471 -0.24294 3.52452 -0.01 0.01 -0.01
H 6.30328 1.34757 3.96121 0.00 0.00 0.00
H 7.16374 0.72093 1.72882 0.00 -0.01 0.01
H 6.04154 2.05608 1.55338 0.01 -0.02 -0.01
H 5.55052 -0.89777 1.01409 0.01 0.00 -0.02
H 5.49557 0.40212 -0.15015 -0.01 0.03 0.01
H 1.48068 -1.27130 -1.49459 -0.03 0.04 0.01
H 1.49754 -3.21298 -0.30386 0.03 0.01 -0.01
H 1.62346 -2.00395 0.94190 -0.01 0.02 0.00
H 3.14149 -3.96084 1.31680 -0.01 0.00 -0.02
H 4.05350 -2.47038 1.19812 0.01 -0.01 0.01
H 3.67327 -4.47020 -1.06612 0.02 0.01 0.01
H 5.15274 -4.24422 -0.13661 0.01 0.02 0.01
H 5.25427 -3.01365 -2.30989 0.00 0.00 -0.01
H 5.30430 -1.89204 -0.95981 -0.02 -0.01 0.00
H 2.87622 -2.62511 -2.65683 0.02 -0.02 0.04
H 3.71685 -1.10548 -2.71298 -0.02 -0.04 -0.01
C -1.38928 1.18752 0.60319 -0.18 0.01 -0.10
C -2.72623 0.95170 0.77652 0.13 -0.02 0.09
C -3.50523 1.53699 1.83083 -0.02 -0.02 0.02
C -4.84800 1.24389 1.97043 0.04 0.01 0.00
C -5.51723 0.39090 1.09488 0.03 0.01 -0.02
C -4.76954 -0.18564 0.05632 0.02 -0.02 -0.01
C -3.42886 0.06052 -0.11222 -0.09 0.05 0.01
H -3.02240 2.21776 2.52391 -0.01 0.00 -0.03
H -5.39254 1.70337 2.79157 0.00 0.00 -0.01
H -6.57028 0.17083 1.21831 0.02 -0.01 0.00
H -5.25130 -0.87145 -0.63416 -0.01 0.00 0.00
H -2.87218 -0.41958 -0.90947 -0.02 0.05 0.01
Cl 1.05735 -1.92907 -5.05663 -0.06 0.02 0.01
C -0.59976 -1.36243 -4.65240 0.10 0.05 -0.11
Cl -0.81511 0.30980 -5.22706 0.01 -0.02 0.01
C -0.83024 -1.50224 -3.11803 0.07 -0.13 0.28
O -1.55371 -2.48206 -2.82734 0.04 0.30 -0.26
O -0.25838 -0.68806 -2.39243 -0.11 0.01 -0.21
H -1.28032 -1.98757 -5.21241 -0.05 -0.03 -0.04
```
Positions in Å, forces in eV/Å.

Results
- HOMO-LUMO gap (spin up / spin down): 0.146 / 0.146 Eh
- Relative energy (zero: lowest compared OMol25 entry of this formula, charge and spin): 16.23 kcal/mol
- Total charge: -2


> The lowest total charge belongs to which entry?

C41H50BrCl2N2O4PPt


> What is the total charge in the second record?

-2


> Which of these has the lowest total charge?

C41H50BrCl2N2O4PPt


> Which value of relative energy (zero: lowest compared OMol25 entry of this formula, charge and spin) does entry 2 give?

16.23 kcal/mol